A structure of composition C2H17O15V at a distorted geometry, computed with ωB97M-V/def2-TZVPD.

Structure (XYZ):
```
35
Properties=species:S:1:pos:R:3:forces:R:3:mulliken_spin:R:1
O -3.8820 -13.7690 19.3610 -0.22 0.28 0.17 -0.1198
V -4.4000 -15.2430 19.8140 -2.33 -2.54 -1.89 1.0026
C -6.8950 -15.5280 17.9190 -1.48 -6.77 -1.18 -0.0080
O -7.2470 -16.7260 17.8010 -1.63 3.56 -1.02 0.0176
O -7.6030 -14.4960 17.4020 0.04 1.71 0.46 0.0002
O -5.7620 -15.3630 18.3980 3.99 3.25 2.28 0.0067
H -7.1750 -13.6310 17.6340 -0.24 -1.34 -0.35 -0.0002
C -5.7250 -17.8750 20.2000 -4.25 -3.18 -12.19 -0.0115
O -5.2680 -18.3480 19.0220 3.50 -2.15 2.32 0.0789
O -5.0600 -16.9190 20.5770 5.26 6.79 5.01 -0.0077
O -6.9520 -17.8630 20.0440 -3.02 -0.14 5.51 0.0127
O -2.9960 -16.2820 18.6140 1.60 -0.96 0.80 0.0282
H -3.0320 -16.0170 17.6910 -0.96 1.04 -1.06 -0.0006
H -2.2800 -16.9560 18.5860 -1.27 0.29 0.87 -0.0074
O -4.8340 -10.6810 19.1840 -2.52 -0.13 -0.47 -0.0025
H -5.5900 -11.1510 19.5810 -0.43 0.52 -0.85 -0.0001
H -4.2460 -10.9350 19.8510 2.71 -0.21 1.21 -0.0001
O -4.4120 -12.5460 16.8860 -0.79 0.94 1.58 -0.0012
H -4.6450 -12.2340 17.8180 0.29 -0.85 -1.65 0.0006
H -3.6210 -12.0270 16.7550 0.50 0.27 -0.37 -0.0001
O -3.0940 -14.9270 21.4470 1.30 -0.59 1.44 0.0014
H -2.4600 -15.5950 21.8490 -1.29 1.59 -0.40 0.0002
H -3.1290 -14.0310 21.8690 0.44 -1.59 -0.42 -0.0020
O -2.3860 -11.9200 19.4450 -0.75 2.28 -2.42 -0.0018
H -1.9200 -12.0990 20.1960 2.27 -0.59 3.11 -0.0006
H -3.1040 -12.5910 19.4600 -0.63 -0.96 -0.28 0.0010
O -5.7180 -14.1700 21.0480 -0.33 -0.17 1.04 0.0213
H -6.0290 -13.2880 20.8740 -0.13 0.41 -0.34 -0.0066
H -5.9610 -14.3940 21.9540 -0.17 -0.42 -0.22 -0.0020
O -3.2370 -14.9530 16.4130 2.39 -3.57 -0.97 0.0018
H -3.7060 -14.1640 16.4240 -1.48 2.66 0.47 -0.0004
H -2.2860 -14.7590 16.3080 -0.97 0.53 0.13 -0.0002
O -1.2900 -13.2760 17.3860 -0.18 0.28 -1.35 -0.0005
H -0.5260 -13.7300 17.6830 1.09 -0.57 0.47 -0.0001
H -1.7180 -12.9270 18.1700 -0.29 0.37 0.56 0.0001
```
Positions in Å, forces in eV/Å.

Calculated values
Gap between HOMO and LUMO (spin up / spin down): 3.2 / 2.8 eV
Total charge: -1
LUMO (spin up / spin down): 1.11 / 1.18 eV
Expectation value of S²: 0.786
Spin multiplicity: 2
Largest force on an atom: 13.30 eV/Å